65
Properties=species:S:1:pos:R:3:forces:R:3 method="wB97M-V/def2-TZVPD" energy_ev=-47523.310 e_above_lowest_kcal_mol=158.1 spin_multiplicity=1 homo_lumo_gap_ev="3.289 / 3.285" homo_energy_ev="-4.36 / -4.36"
P -0.737 4.673 -2.080 1.2 1.0 -2.6
P -3.312 2.233 -2.899 2.2 1.7 -2.0
C -2.342 4.861 -2.916 -0.5 0.6 -0.2
C -3.416 3.938 -2.327 -0.9 0.6 -0.1
H -2.164 4.717 -3.989 -0.3 -0.1 0.4
H -2.667 5.908 -2.790 -0.1 -0.2 0.1
H -3.430 3.965 -1.222 0.1 0.0 -0.4
H -4.399 4.292 -2.679 0.0 0.1 0.3
C -4.195 2.229 -4.479 -0.7 0.0 0.2
H -4.367 1.192 -4.793 0.0 0.2 0.0
H -3.639 2.761 -5.270 0.0 -0.2 0.5
H -5.152 2.734 -4.308 -0.1 -0.2 -0.3
C -4.279 1.265 -1.729 -1.0 -0.4 -0.3
H -5.306 1.201 -2.131 0.3 -0.1 0.1
H -4.369 1.796 -0.768 0.1 -0.2 -0.4
H -3.911 0.232 -1.650 -0.1 0.2 0.0
C 0.428 5.686 -3.047 -0.3 0.5 0.0
H 1.425 5.529 -2.603 -0.3 -0.1 -0.2
H 0.144 6.746 -2.959 0.2 -0.3 -0.2
H 0.433 5.379 -4.099 0.1 0.1 0.3
C -1.046 5.805 -0.686 -0.4 0.5 0.3
H -2.065 5.682 -0.292 0.3 0.0 0.1
H -0.936 6.837 -1.043 -0.1 -0.1 0.3
H -0.318 5.613 0.100 -0.1 0.1 0.1
Ba -2.578 0.462 0.724 2.7 -0.9 0.7
C -1.484 1.889 -3.617 1.0 -1.6 0.8
C -0.516 2.926 -4.018 -2.0 2.2 0.5
C 0.899 2.515 -4.258 1.3 -0.5 0.5
C 1.809 2.164 -3.028 0.6 -0.6 -1.6
C 1.594 2.955 -1.849 -0.7 1.6 1.5
C 0.297 3.350 -1.359 0.3 -3.0 2.2
C -0.730 2.143 -1.193 1.1 -0.1 -0.2
C -0.908 1.183 -2.370 -0.1 -0.6 -0.2
C 0.193 0.906 1.467 -1.0 0.2 0.2
H -1.710 1.166 -4.433 -0.5 0.0 0.4
H -0.867 3.594 -4.832 0.1 -0.6 0.0
H 1.420 3.340 -4.772 -0.4 -0.2 0.1
H 0.921 1.657 -4.940 0.2 -0.2 -0.3
H 1.785 1.077 -2.842 -0.1 -0.2 -0.1
H 2.865 2.339 -3.273 -0.1 -0.2 -0.6
H 2.478 3.303 -1.295 -0.6 0.0 -0.2
H 0.497 3.722 -0.333 -0.4 -0.1 -0.2
H -1.732 2.563 -0.884 0.1 0.0 0.0
H -0.322 1.566 -0.351 -0.3 0.0 0.0
H 0.040 0.693 -2.606 -0.2 0.2 0.1
H -1.546 0.325 -2.056 0.2 0.3 -0.1
H 0.036 0.675 2.521 0.4 -0.1 0.4
H 0.666 1.897 1.400 0.0 -0.1 0.1
H 0.873 0.176 1.010 -0.3 0.1 0.1
C -0.938 -2.203 2.746 0.1 -0.4 0.4
Si -0.385 -2.782 1.031 0.1 0.9 -0.7
C 1.491 -2.607 0.946 0.1 0.0 0.1
C -0.691 -4.631 0.899 -0.1 -0.4 0.2
C -1.251 -1.766 -0.257 -0.7 0.2 -0.2
H -0.641 -2.969 3.477 -0.2 0.2 0.0
H -2.036 -2.130 2.798 0.1 0.0 0.1
H -0.487 -1.256 3.073 -0.1 -0.2 -0.3
H 1.928 -3.308 1.672 0.0 0.2 -0.2
H 1.868 -2.877 -0.052 -0.1 0.0 0.2
H 1.852 -1.600 1.187 -0.1 -0.2 -0.1
H -1.712 -4.900 1.199 0.1 0.0 -0.1
H -0.535 -4.996 -0.126 0.0 0.2 0.2
H 0.010 -5.171 1.553 -0.2 0.0 -0.1
H -0.594 -1.568 -1.122 -0.1 0.1 0.3
H -2.136 -2.293 -0.675 0.2 -0.2 0.0


45
Properties=species:S:1:pos:R:3:forces:R:3 method="wB97M-V/def2-TZVPD" charge=+1 energy_ev=-76003.178 e_above_lowest_kcal_mol=22.0 spin_multiplicity=1 homo_lumo_gap_ev="8.432 / 8.385" homo_energy_ev="-13.20 / -13.20"
Co 0.785 -0.507 0.685 -0.6 -0.4 -0.3
O 3.443 -3.508 0.880 0.1 0.1 0.0
C 2.932 -2.307 0.814 0.1 -0.2 0.1
O 2.240 -1.793 1.676 -0.4 0.2 0.0
C 3.328 -1.537 -0.408 0.1 -0.4 0.0
O 2.247 -0.683 -0.749 -0.1 -0.1 -0.4
C 2.677 0.588 -1.250 0.1 0.8 0.3
C 2.187 1.665 -0.264 -0.2 -0.5 -0.4
O 2.248 2.829 -0.568 0.2 0.1 0.2
O 1.635 1.160 0.801 -0.2 0.4 0.9
H 3.173 -3.969 1.692 0.0 0.1 0.0
H 3.598 -2.190 -1.237 -0.1 0.0 0.0
H 4.202 -0.952 -0.104 0.0 0.0 -0.1
H 2.225 0.776 -2.220 0.4 -0.3 0.0
H 3.761 0.646 -1.337 0.0 -0.1 0.0
N -0.252 -0.873 2.516 0.4 0.3 -0.9
N -1.060 -1.988 2.221 -0.1 -0.1 0.2
C -0.739 -2.755 1.093 0.0 0.1 0.1
O -1.185 -3.864 0.968 0.0 0.0 -0.1
O 0.004 -2.111 0.227 0.2 0.0 -0.2
H 0.517 -1.126 3.136 0.0 0.0 0.1
H -0.820 -0.167 2.972 0.1 0.2 -0.2
H -1.471 -2.487 2.996 0.1 0.0 0.1
C -1.120 2.038 -3.008 0.0 0.0 0.0
C -0.189 1.126 -2.203 -0.2 -0.1 0.0
P -0.861 0.642 -0.574 0.4 0.1 0.4
C -1.216 2.228 0.269 0.1 -0.2 0.1
C -1.264 2.163 1.796 0.0 -0.1 -0.1
C -2.456 -0.136 -1.001 0.2 -0.4 0.4
C -3.259 -0.708 0.167 0.0 0.1 -0.1
H -0.605 2.337 -3.920 0.0 0.0 0.0
H -1.370 2.945 -2.461 0.0 0.0 0.0
H -2.038 1.533 -3.303 0.0 0.0 0.0
H 0.754 1.638 -2.034 -0.4 0.2 -0.1
H 0.015 0.204 -2.755 0.0 0.0 0.0
H -2.163 2.595 -0.132 0.0 0.0 -0.1
H -0.415 2.906 -0.037 0.0 0.0 0.0
H -2.069 1.515 2.146 0.0 0.0 0.0
H -1.433 3.158 2.204 0.0 0.0 0.0
H -0.311 1.805 2.183 0.0 0.1 0.0
H -2.230 -0.920 -1.728 0.0 0.0 0.0
H -3.026 0.642 -1.510 0.1 0.0 0.0
H -2.728 -1.518 0.654 -0.1 0.1 0.0
H -4.204 -1.106 -0.198 0.0 0.1 0.0
H -3.486 0.063 0.905 0.0 0.0 0.0


48
Properties=species:S:1:pos:R:3:forces:R:3 method="wB97M-V/def2-TZVPD" charge=+3 energy_ev=-26356.126 e_above_lowest_kcal_mol=59.5 spin_multiplicity=1 homo_lumo_gap_ev="4.729 / 4.727" homo_energy_ev="-17.73 / -17.73"
Ir 0.592 0.564 1.011 -1.5 0.4 3.7
C 1.497 -1.298 3.397 -0.7 -0.7 0.2
C 0.074 -1.666 2.921 0.6 -0.6 0.1
N -0.724 -0.475 2.582 1.2 0.9 -1.7
C -1.075 0.387 3.736 0.0 0.8 0.3
C -1.017 1.873 3.362 -0.7 -0.6 0.3
N 0.152 2.215 2.530 0.6 -1.5 -1.6
C 1.447 2.400 3.211 0.9 -0.2 0.3
C 2.026 1.102 3.779 -0.3 1.0 0.4
N 1.948 -0.019 2.819 -0.4 0.7 -2.5
H 1.528 -1.242 4.490 0.1 0.1 -0.2
H 2.166 -2.109 3.106 0.0 0.1 0.0
H 0.137 -2.282 2.017 -0.1 0.1 0.1
H -0.415 -2.271 3.693 -0.1 0.1 -0.1
H -1.588 -0.801 2.151 0.1 0.1 -0.3
H -2.089 0.167 4.085 0.1 -0.1 -0.1
H -0.406 0.164 4.562 0.0 -0.1 0.0
H -1.912 2.140 2.795 0.1 0.0 0.0
H -1.022 2.464 4.283 0.1 0.1 -0.1
H -0.052 3.100 2.062 0.0 -0.2 -0.3
H 2.138 2.823 2.476 -0.1 0.0 0.1
H 1.356 3.120 4.032 -0.1 0.0 -0.1
H 3.065 1.301 4.057 -0.1 -0.2 -0.1
H 1.504 0.828 4.695 0.1 -0.1 -0.1
H 2.863 -0.141 2.383 -0.1 0.0 0.1
C -2.923 -1.925 -5.028 -0.8 -0.2 -0.2
C -1.807 -1.244 -4.368 1.1 0.2 0.0
C -0.475 -1.424 -4.771 -0.3 0.3 0.3
C 0.590 -0.846 -4.084 -0.6 -0.1 0.1
C 1.958 -1.069 -4.603 0.6 0.0 -0.2
C 0.312 -0.102 -2.887 0.7 0.6 0.8
C 1.414 0.304 -2.063 -0.4 -1.4 -4.2
O 1.394 0.712 -0.896 -0.2 0.6 4.1
C -1.043 0.180 -2.532 -0.5 -0.9 -0.4
C -1.388 1.088 -1.405 -0.1 0.6 -0.5
C -2.063 -0.381 -3.281 0.6 0.5 0.7
H -2.605 -2.588 -5.826 0.0 0.0 0.0
H -3.650 -1.200 -5.412 0.2 0.0 -0.1
H -3.505 -2.491 -4.289 0.2 -0.1 -0.1
H -0.262 -2.029 -5.643 0.0 0.0 0.0
H 1.924 -1.710 -5.482 0.1 0.0 0.1
H 2.624 -1.529 -3.873 0.0 -0.1 0.0
H 2.430 -0.132 -4.916 -0.1 0.0 0.0
H 2.397 0.225 -2.551 -0.1 0.0 0.4
H -0.948 2.077 -1.555 0.1 -0.1 0.2
H -1.015 0.693 -0.421 0.0 -0.1 0.5
H -2.464 1.206 -1.315 -0.1 -0.1 0.2
H -3.092 -0.161 -3.036 -0.1 0.0 0.1